1) DFT (ωB97M-V/def2-TZVPD) results for the molecule C3H5NS3.

Element x y z (Å)
C: 2.3983 -1.3747 -0.5213
N: 1.6221 -0.4076 -0.5896
S: 0.9084 0.1684 0.8532
C: -0.1984 1.3808 0.1153
S: -1.5837 0.7076 -0.8683
C: -2.5192 -0.0950 0.3549
S: -3.9272 -0.8294 0.1014
H: 2.8486 -1.7378 -1.4307
H: 2.7525 -1.8123 0.4129
H: -0.5799 2.0369 0.8619
H: 0.3547 2.0128 -0.6039
H: -2.0763 -0.0494 1.3142

Properties
Highest occupied orbital energy: -8.66 eV
SMILES string: C=NSCSC=S
2S+1: 1
Total charge: 0
HOMO-LUMO gap: 0.312 hartree



2) DFT (ωB97M-V/def2-TZVPD) results for the molecule C3H5NS3.

Element x y z (Å)
C: -0.6736 -0.5253 -3.1333
N: -0.0540 -1.0798 -2.0458
S: -0.1159 0.2947 -0.8120
C: 0.1689 -0.4838 0.7735
S: 0.7487 -1.9873 1.0177
C: -0.1938 0.5658 1.9288
S: 1.1471 1.5370 2.7528
H: -1.0553 0.6581 -3.1009
H: -0.6869 -0.8258 -4.3634
H: -0.5233 0.0812 2.6704
H: -0.8845 1.3789 1.8532
H: 2.1227 0.3862 2.4591

Properties
Highest occupied orbital energy: -8.87 eV
SMILES string: C=NSC(=S)CS
2S+1: 1
Total charge: 0
HOMO-LUMO gap: 0.301 hartree



Most stable structure: 1)



1) DFT (ωB97M-V/def2-TZVPD) results for a 2-piece molecular cluster, C3H11N4 overall.

Element x y z (Å)
C: 1.5088 2.0129 -0.4512
C: 0.2809 1.9226 0.0252
N: 2.6028 1.9191 0.5500
H: 1.8729 2.0096 -1.4653
H: -0.6227 1.7663 -0.5418
H: 0.0741 1.9423 1.0940
H: 2.3569 2.2103 1.5007
H: 2.9289 0.9505 0.6278
H: 3.3987 2.5138 0.2978
N: -1.3493 -2.9910 0.3210
C: -1.8305 -1.8375 -0.2569
N: -1.3204 -0.6400 0.3059
N: -2.6473 -1.7892 -1.2349
H: -1.4287 -3.8413 -0.2094
H: -0.5822 -2.9550 0.9625
H: -0.3490 -0.5789 0.0103
H: -1.8219 0.0943 -0.1810
H: -3.0717 -2.7086 -1.3549

Properties
Highest occupied orbital energy: -11.74 eV
2S+1: 1
Total charge: +1
HOMO-LUMO gap: 0.281 hartree



2) DFT (ωB97M-V/def2-TZVPD) results for C3H11N4 as an isolated structure.

Element x y z (Å)
C: -2.6476 -1.1652 0.6847
C: -2.0743 -0.4948 -0.6191
C: -0.7312 -0.1050 -0.9706
N: 1.5762 -0.8789 -0.9375
N: 0.4958 -0.4217 -0.8769
N: 0.4230 1.6455 0.0072
N: 3.3603 0.4009 0.3187
H: -2.9257 -0.3416 1.4054
H: -3.7238 -1.5997 0.5196
H: -2.1507 -2.0734 0.9911
H: -2.3276 -1.1869 -1.5481
H: -2.6506 0.4046 -0.8764
H: 2.5711 -0.2483 -0.3821
H: -0.0852 2.3451 -0.4683
H: 0.2394 1.8015 1.0030
H: 2.7276 0.9940 0.7653
H: 3.8691 -0.1277 1.0092
H: 4.0542 1.0516 -0.0251

Properties
Highest occupied orbital energy (spin up / spin down): -13.14 / -13.14 eV
2S+1: 1
Total charge: +1
HOMO-LUMO gap (spin up / spin down): 0.267 / 0.266 hartree



Most stable structure: 1)